C51H60ClF5N5O5S2Se4Sn | wB97M-V/def2-TZVPD

Cartesian coordinates (Å):
Sn  0.948  0.402  1.179
O  5.492  4.352  -0.138
C  5.413  3.909  1.199
C  4.197  2.976  1.389
C  4.281  2.485  2.845
O  5.444  1.754  3.101
C  4.312  1.840  0.366
Se  3.582  0.044  0.850
C  2.953  3.821  1.149
Se  1.121  3.012  1.364
H  6.282  4.895  -0.223
H  5.312  4.769  1.880
H  6.321  3.359  1.481
H  3.382  1.891  3.070
H  4.306  3.345  3.520
H  5.395  0.955  2.554
H  5.359  1.628  0.147
H  3.812  2.117  -0.561
H  2.975  4.199  0.126
H  2.936  4.662  1.845
F  4.820  -6.478  1.846
C  3.815  -5.703  1.393
C  3.533  -5.639  0.033
F  4.269  -6.358  -0.838
C  2.488  -4.857  -0.427
F  2.247  -4.835  -1.749
C  1.689  -4.097  0.431
Se  0.217  -3.127  -0.156
C  2.022  -4.153  1.786
F  1.312  -3.418  2.657
C  3.047  -4.945  2.271
F  3.289  -5.004  3.593
O  -0.373  -1.151  5.535
S  0.425  -0.271  4.675
C  2.018  -0.072  5.540
C  2.077  0.221  6.890
C  3.310  0.326  7.511
C  4.472  0.129  6.779
C  4.408  -0.193  5.432
C  3.172  -0.300  4.814
C  -0.168  1.409  5.002
C  0.602  2.511  4.678
C  0.030  3.773  4.705
C  -1.298  3.932  5.066
C  -2.046  2.827  5.448
C  -1.479  1.564  5.416
H  1.162  0.363  7.445
H  3.359  0.562  8.567
H  5.432  0.224  7.267
H  5.310  -0.359  4.864
H  3.101  -0.566  3.765
H  1.633  2.388  4.381
H  0.622  4.628  4.411
H  -1.748  4.917  5.061
H  -3.078  2.947  5.746
H  -2.046  0.685  5.679
C  1.386  -2.658  -6.761
C  0.943  -1.200  -6.876
C  2.117  -0.366  -7.407
C  -0.168  -1.103  -7.933
C  0.434  -0.592  -5.510
O  -0.030  0.718  -5.757
C  -0.651  -1.500  -4.883
C  -1.620  -0.862  -3.866
C  -2.623  0.105  -4.441
C  -2.419  1.481  -4.355
C  -3.365  2.372  -4.827
C  -4.535  1.890  -5.389
Cl  -5.747  3.004  -5.932
C  -4.756  0.528  -5.499
C  -3.799  -0.353  -5.027
C  1.635  -0.409  -4.540
N  1.273  0.167  -3.279
C  1.245  -0.394  -2.071
N  0.898  0.522  -1.183
C  0.726  1.647  -1.913
N  0.949  1.460  -3.182
H  1.758  -2.990  -7.728
H  0.565  -3.310  -6.479
H  2.187  -2.782  -6.039
H  2.286  -0.601  -8.455
H  3.038  -0.575  -6.869
H  1.885  0.693  -7.327
H  0.192  -1.521  -8.870
H  -0.432  -0.064  -8.112
H  -1.063  -1.651  -7.651
H  -0.920  0.673  -6.121
H  -0.144  -2.325  -4.379
H  -1.266  -1.927  -5.677
H  -1.065  -0.371  -3.072
H  -2.161  -1.695  -3.407
H  -1.510  1.868  -3.919
H  -3.201  3.434  -4.740
H  -5.673  0.161  -5.933
H  -3.985  -1.416  -5.094
H  2.321  0.299  -5.006
H  2.125  -1.363  -4.351
H  1.446  -1.426  -1.856
H  0.447  2.587  -1.483
Se  -1.753  2.174  2.388
N  -1.622  1.586  0.774
C  -2.801  1.784  0.153
C  -3.140  1.354  -1.133
C  -4.422  1.542  -1.581
C  -5.384  2.183  -0.788
C  -5.078  2.641  0.467
C  -3.784  2.435  0.964
N  -3.362  2.750  2.207
H  -2.407  0.846  -1.736
H  -4.708  1.182  -2.560
H  -6.384  2.300  -1.177
H  -5.809  3.134  1.091
C  -3.539  -2.208  4.747
C  -3.051  -3.225  3.724
C  -1.678  -2.863  3.192
S  -1.484  -1.352  2.183
O  -1.951  -0.206  3.019
C  -2.750  -1.607  0.880
C  -4.158  -1.161  1.212
C  -5.135  -1.584  0.121
H  -4.453  -2.545  5.233
H  -3.720  -1.243  4.282
H  -2.774  -2.069  5.505
H  -3.769  -3.332  2.909
H  -2.960  -4.204  4.206
H  -1.268  -3.638  2.545
H  -0.999  -2.685  4.027
H  -2.686  -2.665  0.635
H  -2.362  -1.044  0.030
H  -4.178  -0.076  1.323
H  -4.482  -1.583  2.161
H  -4.857  -1.165  -0.842
H  -6.137  -1.241  0.363
H  -5.153  -2.667  0.026

Force components x, y, z for each atom (eV/Å):
0.701 -0.350 -0.332
0.069 0.225 -0.475
-0.007 -0.238 0.553
0.314 0.232 0.124
-0.704 0.252 -0.253
0.616 -0.404 0.002
-0.235 -0.540 -0.029
0.347 0.201 0.027
-0.545 -0.279 0.038
0.959 0.834 -0.425
-0.088 -0.065 -0.061
-0.037 -0.092 -0.029
-0.147 0.043 -0.025
0.131 0.137 -0.035
-0.084 0.033 -0.008
-0.111 -0.079 0.087
-0.037 0.092 -0.069
0.163 0.097 -0.007
0.048 0.076 0.151
0.030 0.039 -0.067
-0.214 0.165 -0.070
-0.103 0.117 -0.106
0.061 -0.104 -0.003
-0.065 0.092 0.203
-0.053 0.177 0.304
0.141 -0.124 0.057
0.496 -0.406 0.188
-0.570 0.393 -0.483
0.058 -0.024 -0.315
0.189 -0.160 0.163
0.065 -0.101 0.085
0.072 0.010 -0.193
-0.778 -0.792 0.660
1.153 1.014 0.594
-0.158 -0.139 -0.502
-0.100 0.076 0.153
-0.226 -0.004 0.001
0.122 -0.022 -0.096
0.088 -0.009 0.181
-0.152 -0.073 -0.211
0.093 -0.105 -0.072
0.118 -0.025 0.058
0.027 0.097 0.123
0.103 0.098 0.114
-0.018 -0.025 0.172
-0.110 -0.197 0.178
-0.128 0.033 0.078
0.028 0.009 0.010
0.098 -0.015 0.020
0.041 0.022 -0.017
0.080 0.038 -0.071
0.031 0.019 -0.055
0.032 0.055 -0.028
-0.005 -0.006 -0.019
-0.064 -0.014 -0.008
-0.104 -0.125 -0.041
-0.119 0.201 0.039
0.052 0.115 -0.051
-0.170 -0.066 0.103
0.110 0.019 0.285
0.208 -0.539 -0.010
-0.035 0.164 -0.075
0.024 0.304 0.084
0.142 -0.118 -0.118
0.034 0.009 0.061
-0.143 -0.019 -0.060
-0.067 0.036 -0.066
0.147 -0.159 0.064
-0.132 0.115 -0.093
-0.098 0.075 -0.060
0.110 0.064 0.075
-0.290 0.054 -0.909
0.056 -0.277 0.720
0.095 0.093 0.049
-0.099 -0.168 0.231
-0.033 -0.196 0.016
-0.076 1.041 -0.639
0.062 -0.074 -0.094
-0.126 -0.146 0.060
0.140 -0.071 0.135
0.064 -0.049 -0.131
0.162 0.009 0.058
0.054 0.136 -0.017
0.038 -0.052 -0.102
-0.067 0.091 -0.092
-0.142 -0.060 -0.003
-0.029 0.012 0.017
-0.028 -0.113 -0.039
0.063 -0.107 -0.006
-0.039 0.009 0.085
0.008 0.074 0.070
0.096 -0.046 0.060
-0.023 0.139 0.006
-0.093 0.000 -0.047
-0.003 -0.123 0.012
0.078 -0.195 0.078
0.026 0.074 -0.003
0.063 -0.310 0.092
-0.053 0.247 0.139
-0.275 0.818 -0.076
0.176 -0.281 -1.059
0.042 0.250 0.727
-0.257 -0.142 -0.432
0.463 -0.184 -0.198
-0.306 0.249 0.380
-0.304 0.010 -0.183
0.469 -0.118 0.161
-0.751 0.423 0.194
0.152 -0.062 -0.077
0.028 -0.032 -0.107
-0.106 0.063 -0.024
-0.086 0.024 0.039
-0.180 -0.110 0.017
-0.025 0.172 0.115
-0.079 0.088 -0.412
-0.311 -1.489 -0.363
-0.565 0.254 0.917
0.347 -0.075 0.297
-0.059 0.087 0.055
0.119 0.027 0.127
-0.143 -0.046 0.046
-0.007 0.090 0.017
0.088 0.100 0.141
-0.001 -0.145 -0.022
-0.026 -0.016 -0.076
0.102 -0.035 -0.039
0.084 -0.040 -0.087
-0.020 -0.152 -0.082
0.028 -0.019 -0.096
-0.016 -0.052 0.083
0.002 0.067 0.065
0.046 0.071 -0.132
-0.174 0.030 -0.030
-0.049 -0.178 -0.031

E_tot	-14205.32869	Ha
total charge	-1
spin multiplicity	1
ΔE to the lowest compared entry with this formula, charge and spin	6.2	kcal/mol
lowest unoccupied orbital energy	1.97	eV
highest occupied orbital energy	-4.4	eV



C4H8O | wB97M-V/def2-TZVPD

Cartesian coordinates (Å):
C  -1.686  0.461  -0.761
O  -0.520  -0.263  -1.065
C  0.247  -0.756  -0.014
C  1.657  -0.264  -0.004
C  0.704  0.157  1.085
H  -1.636  0.926  0.231
H  -2.583  -0.168  -0.821
H  -1.768  1.250  -1.513
H  0.054  -1.798  0.248
H  2.470  -0.944  0.221
H  1.880  0.480  -0.763
H  0.829  -0.265  2.078
H  0.354  1.184  1.079

Force components x, y, z for each atom (eV/Å):
-0.266 0.177 0.043
0.126 0.059 -0.160
0.119 -0.147 0.095
0.234 -0.061 -0.064
-0.064 0.140 0.152
-0.041 -0.103 -0.140
0.097 -0.012 0.089
-0.096 -0.054 0.101
0.004 0.205 -0.079
-0.113 0.031 0.051
-0.045 -0.159 0.130
-0.048 0.042 -0.173
0.093 -0.118 -0.044

E_tot	-232.38594	Ha
SMILES	COC1CC1
spin multiplicity	1
ΔE to the lowest compared entry with this formula, charge and spin	37.5	kcal/mol
lowest unoccupied orbital energy	1.20	eV
highest occupied orbital energy	-9.7	eV



BF4H24O12 | wB97M-V/def2-TZVPD

Cartesian coordinates (Å):
B  -0.125  0.238  -0.082
F  -0.106  -1.041  -0.577
F  1.019  0.558  0.591
F  -0.235  1.148  -1.132
F  -1.248  0.336  0.704
O  2.070  1.648  -1.768
H  1.442  2.367  -1.709
H  1.548  0.860  -1.615
O  -2.311  -1.060  -1.354
H  -2.368  -2.016  -1.353
H  -1.423  -0.873  -1.655
O  1.455  -0.705  -2.554
H  0.849  -1.261  -3.045
H  1.411  -1.037  -1.657
O  -1.531  1.617  -2.969
H  -1.251  2.532  -2.985
H  -1.206  1.282  -2.133
O  2.104  0.775  2.538
H  1.364  1.372  2.649
H  2.190  0.674  1.590
O  -0.637  -2.023  1.099
H  -0.276  -1.620  0.310
H  -0.296  -1.490  1.818
O  -1.838  2.096  -0.162
H  -1.100  2.604  0.175
H  -1.486  1.215  -0.286
O  1.175  -2.856  -1.322
H  0.471  -2.360  -0.902
H  1.902  -2.815  -0.701
O  -0.033  1.487  2.524
H  -0.023  1.390  1.571
H  -0.238  2.410  2.668
O  0.056  -0.992  2.678
H  0.726  -0.368  2.397
H  -0.469  -0.509  3.316
O  2.088  -1.066  -0.440
H  1.227  -0.675  -0.288
H  2.708  -0.409  -0.122
O  -2.810  -0.215  1.484
H  -2.814  -1.154  1.672
H  -1.982  -0.064  1.029

Force components x, y, z for each atom (eV/Å):
-0.722 1.563 -1.248
-0.049 5.982 -7.818
-1.872 1.240 -0.681
3.446 -2.486 0.529
18.057 4.801 -5.339
1.199 1.096 0.389
0.021 0.098 -0.064
0.335 0.077 -1.199
-0.778 0.401 -0.706
-0.032 -0.255 0.224
-0.708 -0.317 -0.849
-1.010 0.960 -2.954
0.040 -0.019 -0.373
1.154 -0.722 -1.958
-0.775 0.069 -1.652
-0.067 0.120 0.048
-0.871 0.454 -1.140
3.755 -1.119 0.834
0.128 0.309 0.331
1.018 0.325 1.005
-2.964 -6.393 -2.899
-1.874 -4.374 5.009
-1.501 -1.800 -1.120
-2.942 4.148 0.008
-0.102 0.380 -0.124
-3.211 3.238 -0.710
-0.817 -3.163 -0.915
0.731 -2.213 -0.277
-0.180 -0.287 -0.055
-2.427 2.522 0.992
-0.364 0.514 0.687
-0.540 0.340 0.229
3.298 3.966 8.421
1.210 0.139 0.808
-0.392 0.131 0.102
4.211 0.412 3.359
3.326 -1.573 0.491
0.477 0.073 -0.249
-8.556 -2.615 4.886
-0.290 -0.228 0.052
-9.360 -5.793 3.925

E_tot	-1341.15914	Ha
total charge	-1
spin multiplicity	1
ΔE to the lowest compared entry with this formula, charge and spin	518.7	kcal/mol
lowest unoccupied orbital energy	2.33	eV
highest occupied orbital energy	-6.0	eV



C2H5IO3P | wB97M-V/def2-TZVPD

Cartesian coordinates (Å):
C  -1.772  0.733  -0.359
C  -0.647  -0.056  0.314
O  0.092  -0.689  -0.652
P  2.080  -0.975  0.033
O  2.818  -1.746  -0.963
O  1.980  -1.297  1.457
I  2.687  1.412  -0.169
H  -1.344  1.472  -1.034
H  -2.390  0.053  -0.945
H  -2.387  1.235  0.387
H  -1.082  -0.785  1.022
H  -0.035  0.642  0.908

Force components x, y, z for each atom (eV/Å):
0.278 -0.237 0.116
-0.523 0.354 0.559
3.874 -0.935 0.285
-3.096 0.383 -0.790
-0.002 -0.086 -0.647
-0.230 0.098 0.456
0.026 0.109 -0.050
0.016 0.094 -0.047
-0.111 -0.007 -0.043
-0.147 0.088 0.065
0.022 0.146 0.039
-0.108 -0.007 0.058

E_tot	-944.12262	Ha
SMILES	CCO[P@](=O)([O-])I
total charge	-1
spin multiplicity	1
ΔE to the lowest compared entry with this formula, charge and spin	0.0	kcal/mol
lowest unoccupied orbital energy	2.95	eV
highest occupied orbital energy	-5.4	eV



C3H6N2O | wB97M-V/def2-TZVPD

Cartesian coordinates (Å):
H  -0.503  -1.540  -1.226
N  -1.236  -0.939  -0.845
C  -0.753  0.067  -0.219
C  -1.755  1.017  0.383
O  -1.426  1.978  1.040
N  0.540  0.420  0.028
C  1.609  -0.552  0.002
H  -2.806  0.739  0.193
H  0.630  1.224  0.634
H  1.314  -1.476  0.520
H  2.477  -0.131  0.512
H  1.908  -0.808  -1.021

Force components x, y, z for each atom (eV/Å):
-0.074 0.022 0.075
0.255 0.161 0.112
0.083 -0.033 -0.021
0.004 0.366 0.231
-0.182 -0.430 -0.320
-0.205 -0.044 0.076
0.141 -0.097 -0.052
0.091 0.073 -0.007
-0.010 -0.110 -0.026
0.060 0.119 -0.090
-0.101 -0.077 -0.100
-0.063 0.050 0.121

E_tot	-302.64709	Ha
SMILES	[H]/N=C(/C=O)NC
spin multiplicity	1
ΔE to the lowest compared entry with this formula, charge and spin	28.9	kcal/mol
lowest unoccupied orbital energy	0.29	eV
highest occupied orbital energy	-9.5	eV



C28H36CoN4O2P2 | wB97M-V/def2-TZVPD

Cartesian coordinates (Å):
Co  1.304  -0.134  0.621
C  3.192  -0.566  -1.524
C  1.999  -0.722  -2.187
C  1.551  -2.097  -2.613
C  1.716  -3.098  -1.507
C  1.351  -2.571  -0.126
C  2.176  -1.860  0.775
C  3.681  -1.844  0.537
C  4.022  -1.647  -0.926
C  -0.967  0.967  2.371
H  3.704  0.390  -1.602
H  1.507  0.113  -2.666
H  2.116  -2.410  -3.493
H  0.547  -2.100  -3.005
H  1.114  -3.985  -1.649
H  2.721  -3.491  -1.497
H  0.413  -2.890  0.318
H  1.856  -1.874  1.807
H  4.075  -2.769  0.946
H  4.144  -1.058  1.138
H  5.074  -1.393  -1.022
H  4.002  -2.618  -1.435
H  -0.198  1.754  2.379
H  -1.047  0.706  3.420
H  -1.909  1.336  1.991
P  -1.261  -0.680  0.998
P  -0.753  1.545  -0.919
N  -0.646  -1.939  2.350
N  -3.079  -0.846  1.327
N  1.149  2.025  -1.070
N  -1.295  2.904  -1.778
C  -1.285  -1.216  -0.818
C  -1.301  -0.020  -1.846
C  0.275  -1.463  3.301
C  0.755  -2.518  4.082
C  0.118  -3.688  3.606
C  -0.732  -3.314  2.561
C  -3.612  -0.758  2.621
C  -4.891  -1.310  2.638
C  -5.175  -1.746  1.303
C  -4.062  -1.441  0.524
C  1.925  1.896  0.202
C  3.246  2.380  -0.160
C  3.278  2.722  -1.517
C  2.007  2.413  -2.048
C  -0.846  3.565  -2.885
C  -1.808  4.469  -3.341
C  -2.822  4.545  -2.403
C  -2.577  3.517  -1.397
H  -2.126  -1.874  -0.992
H  -0.376  -1.793  -1.020
H  -0.528  -0.219  -2.599
H  -2.283  0.112  -2.349
H  0.562  -0.418  3.375
H  1.465  -2.424  4.903
H  0.260  -4.689  3.996
H  -1.408  -3.908  1.967
H  -3.042  -0.318  3.418
H  -5.543  -1.436  3.503
H  -6.074  -2.258  0.947
H  -3.874  -1.638  -0.521
H  1.509  2.274  1.113
H  4.034  2.485  0.578
H  4.081  3.118  -2.123
H  1.735  2.453  -3.105
H  0.144  3.416  -3.217
H  -1.763  4.971  -4.289
H  -3.761  5.096  -2.466
H  -3.362  2.886  -1.022
O  -2.198  4.306  0.270
C  -1.058  4.211  0.870
O  -0.040  3.539  0.657
H  -1.104  4.929  1.729

Force components x, y, z for each atom (eV/Å):
-1.477 0.346 -1.031
-1.337 0.199 -2.311
2.457 -0.471 -0.140
-0.092 0.500 -0.258
-0.443 -0.913 1.330
1.305 1.193 2.140
0.675 -3.202 -1.704
-0.544 0.568 0.767
1.080 -0.686 -0.256
-2.062 -0.370 0.189
-0.546 -0.015 0.489
0.255 0.011 0.116
0.392 0.006 0.013
-0.706 0.180 0.159
-0.503 -0.152 -0.311
-0.225 -0.132 0.080
0.165 -0.034 -0.294
-0.081 -0.064 0.384
0.244 -0.316 -0.114
-0.026 0.151 -0.009
0.194 0.435 0.167
-0.052 0.735 -0.027
0.049 -0.707 -1.130
-0.617 -0.363 0.145
-0.253 1.170 0.547
4.322 1.157 1.930
1.280 -1.282 2.555
0.070 0.326 0.240
0.648 0.049 0.515
0.016 -0.615 1.229
-2.089 1.403 -1.223
-1.862 -0.040 -1.091
1.052 -0.030 0.008
0.049 -0.709 0.315
-0.586 0.934 -0.863
-0.579 0.068 -0.681
0.376 0.467 0.325
-0.849 -0.560 -0.471
0.992 0.262 -0.338
0.861 0.254 -0.521
-0.291 -0.314 0.678
1.487 1.118 -3.403
-1.628 -0.317 0.352
-0.804 -0.574 0.091
-0.060 0.159 0.889
-1.040 -0.113 0.342
0.081 0.229 0.470
-0.469 -1.050 0.147
2.477 0.329 -0.317
-0.270 -0.303 -0.797
-0.538 0.473 0.589
-0.549 -0.186 -0.241
0.506 0.088 0.451
-0.205 -0.442 -0.148
-0.263 -0.044 -0.322
-0.169 0.135 -0.163
0.020 -0.038 0.013
0.065 -0.064 0.018
0.352 0.221 -0.324
0.447 0.365 0.152
-0.204 0.067 0.205
-0.539 -0.221 0.428
-0.077 0.091 -0.225
0.097 -0.140 0.220
0.068 -0.126 0.534
0.468 -0.159 -0.509
0.146 0.411 0.009
0.475 -0.148 0.050
0.010 -0.097 0.409
-0.320 -0.527 -1.172
0.960 0.180 0.590
-2.079 1.616 0.231
0.292 -0.370 -0.111

E_tot	-3523.06310	Ha
spin multiplicity	4
ΔE to the lowest compared entry with this formula, charge and spin	203.3	kcal/mol
lowest unoccupied orbital energy (spin up / spin down)	0.32 / -1.37	eV
expectation value of S²	3.821
highest occupied orbital energy (spin up / spin down)	-4.8 / -5.3	eV